Here is the molecule CH2ClNO3 from the OMol25 dataset. Energies are from wB97M-V/def2-TZVPD.

```
8
Properties=species:S:1:pos:R:3:forces:R:3
C -1.157677 -0.075626 0.032277 2.592 1.861 0.851
N 1.533319 0.173948 0.027096 -0.173 -0.116 0.925
O 0.100729 -0.017141 0.803724 1.400 0.103 -0.160
O 1.378431 0.360309 -1.119704 -0.163 0.051 -0.826
O 2.557126 0.155700 0.677713 -3.022 -0.254 -0.300
Cl -1.695067 -1.740157 -0.060302 -0.309 0.591 0.003
H -1.713082 0.735007 0.563842 -0.504 -1.579 0.135
H -1.003779 0.407964 -0.924649 0.179 -0.657 -0.630
```
Forces are in eV/Å.

SMILES: O=[N+]([O-])OCCl
Frontier orbital gap in eV: 11.29
Energy above the lowest of the compared OMol25 structures with the same formula, charge and spin in kcal per mole: 13.4

Taken from the natural (NBO) analysis, the atomic charges in e are: -0.138 0.728 -0.454 -0.298 -0.288 0.004 0.230 0.216